(1)
66
Properties=species:S:1:pos:R:3:mulliken_charge:R:1 method="wB97M-V/def2-TZVPD" multiplicity=1 orbital_gap_ev=9.3 smiles=CO.CO.CO.CO.CO.CO.CO.CO.CO.CO.CO e_lumo_ev=0.2
C 0.2250 -4.8095 -0.2849 -0.55
O 1.4091 -4.0502 -0.5994 -0.46
H 0.4931 -5.6280 0.3830 0.29
H -0.5025 -4.1135 0.1328 0.22
H -0.1762 -5.2065 -1.2174 0.23
H 1.6346 -3.4264 0.0946 0.26
C -2.4373 4.5745 -0.3481 -0.82
O -2.0893 3.1994 -0.1274 -0.25
H -3.0184 5.1118 0.4014 0.31
H -1.5139 5.1001 -0.5913 0.21
H -3.0322 4.5640 -1.2614 0.34
H -2.8875 2.8401 0.2669 0.17
C 1.7533 4.2798 -0.0710 -0.26
O 1.2052 5.1453 0.8308 -0.56
H 1.6376 3.2253 0.1791 0.01
H 1.3823 4.4128 -1.0873 0.16
H 2.8021 4.5634 -0.1590 0.32
H 0.3647 4.8405 1.1806 0.32
C -4.1262 -0.8859 -1.5023 -0.60
O -2.8256 -1.3916 -1.2792 -0.38
H -4.1825 0.0369 -2.0798 0.27
H -4.8574 -1.5396 -1.9778 0.28
H -4.5656 -0.6856 -0.5251 0.15
H -2.4300 -0.7559 -0.6783 0.32
C 0.5046 2.2255 -2.8833 -0.79
O 1.1194 1.7091 -1.7616 -0.19
H 1.2354 2.1731 -3.6904 0.36
H -0.4364 1.7446 -3.1506 0.20
H 0.2025 3.2692 -2.7968 0.24
H 1.8300 1.1379 -2.0620 0.25
C -3.6244 0.3971 2.2562 -0.23
O -4.2083 1.6929 1.8386 -0.50
H -4.2924 -0.4122 1.9616 0.26
H -2.7531 0.2507 1.6177 -0.07
H -3.3826 0.4525 3.3176 0.33
H -4.8666 2.0311 2.4501 0.26
C 1.0877 -0.3481 5.3075 -0.61
O 1.4606 -0.3992 3.9396 -0.44
H 1.1318 -1.3699 5.6844 0.24
H 1.8618 0.2792 5.7496 0.29
H 0.1072 0.0678 5.5391 0.23
H 1.9112 0.4264 3.7477 0.29
C 0.1374 -0.2692 0.4605 -0.06
O -1.0738 0.2591 -0.1245 -0.22
H 0.8005 0.5957 0.4741 0.06
H -0.0850 -0.6682 1.4501 0.35
H 0.6407 -0.9032 -0.2695 -0.20
H -0.8865 1.1769 -0.3344 0.01
C 3.4607 -2.7795 2.0687 -0.48
O 2.0655 -2.8183 2.4875 -0.50
H 3.7438 -2.5584 1.0395 0.08
H 3.9428 -1.9814 2.6332 0.31
H 3.9826 -3.7215 2.2372 0.27
H 1.8429 -2.0531 3.0228 0.35
C -0.6238 -2.7357 -3.5790 -0.52
O -0.9818 -1.3498 -3.4372 -0.48
H -1.1625 -3.4386 -2.9436 0.19
H -0.6836 -3.0993 -4.6048 0.32
H 0.4294 -2.8192 -3.3106 0.19
H -0.8948 -1.0292 -2.5365 0.26
C 3.6235 -1.0146 -1.7018 -0.48
O 3.3481 0.1037 -2.5782 -0.52
H 4.2195 -1.7664 -2.2193 0.40
H 4.0985 -0.7915 -0.7464 0.31
H 2.6852 -1.4712 -1.3871 -0.02
H 4.2199 0.4041 -2.8453 0.27

(2)
82
Properties=species:S:1:pos:R:3:mulliken_charge:R:1 method="wB97M-V/def2-TZVPD" multiplicity=1 orbital_gap_ev=9.6 smiles="COC[C@H](C)N.NC(N)=O.NC(N)=O.NC(N)=O.NC(N)=O.NC(N)=O.NC(N)=O.NC(N)=O.O.O.O" e_lumo_ev=0.4
C -5.1080 -0.0508 2.8269 -1.42
C -5.1792 0.5902 1.4617 0.37
C -3.7429 0.8956 1.0566 -0.12
O -3.6603 1.6253 -0.1003 -0.42
C -2.4145 2.2495 -0.3460 -0.59
N -5.7210 -0.2099 0.3947 -0.48
H -6.1060 -0.3408 3.2442 0.37
H -4.6478 0.7044 3.4591 0.39
H -4.5255 -1.0099 2.8772 0.30
H -5.7359 1.5456 1.6059 0.18
H -3.2288 -0.1021 1.0074 -0.14
H -3.2324 1.4295 1.8598 0.38
H -1.5155 1.6529 -0.2725 0.09
H -2.2233 3.0709 0.3019 0.38
H -2.4256 2.5941 -1.3645 0.35
H -5.9418 0.2706 -0.4500 0.19
H -6.5273 -0.8097 0.5835 0.24
C -2.3425 -2.5796 -0.7900 0.51
O -1.3188 -3.2039 -0.9707 -0.69
N -3.3415 -3.1329 0.0530 -0.43
N -2.6441 -1.4025 -1.3778 -0.15
H -3.1476 -3.8385 0.7865 0.23
H -4.3082 -2.7160 0.0814 0.17
H -2.1060 -1.1662 -2.2154 0.10
H -3.4120 -0.8261 -1.0979 0.18
C 2.0357 3.1959 2.1264 0.42
O 2.2803 3.8407 1.0901 -0.83
N 1.2051 3.4861 3.1193 -0.29
N 2.6747 1.9549 2.3013 -0.30
H 0.9261 2.7934 3.8693 0.22
H 0.8214 4.4223 3.1751 0.21
H 3.4119 1.8434 1.6016 0.27
H 2.8009 1.6040 3.2386 0.24
C 3.7101 -2.2934 2.2079 0.43
O 4.8449 -2.7022 2.3149 -0.70
N 3.2246 -1.7730 1.1300 -0.20
N 2.8826 -2.1864 3.2597 -0.36
H 2.2651 -1.8544 0.9045 0.22
H 3.8354 -1.9608 0.3036 0.31
H 3.1966 -2.4486 4.1656 0.25
H 2.3207 -1.2866 3.1671 0.13
C 1.7438 0.8444 -3.9005 0.44
O 0.6723 0.8689 -3.1909 -0.66
N 1.7337 0.8160 -5.2964 -0.43
N 2.9838 0.9053 -3.2867 -0.18
H 0.8252 0.7234 -5.7260 0.25
H 2.3587 1.3964 -5.7952 0.23
H 3.8457 0.8417 -3.8702 0.25
H 3.0719 1.5474 -2.5030 0.12
C -0.2089 0.7321 3.9563 0.51
O 0.1332 1.5752 4.7954 -0.82
N 0.0144 -0.5596 4.2506 -0.48
N -0.9610 1.0806 2.8629 0.10
H 0.0876 -1.1949 3.4749 0.31
H 0.8178 -0.6385 4.8333 0.28
H -1.0048 2.0566 2.6356 0.32
H -0.9513 0.4335 2.0649 -0.13
C 0.5426 -0.4963 0.2659 0.56
O 0.3429 -0.9408 1.4145 -0.84
N 0.9673 0.7891 -0.0046 0.49
N 0.5225 -1.3356 -0.9008 0.07
H 1.4348 1.4568 0.6452 -0.31
H 1.2207 0.9884 -0.9739 -0.14
H 0.5888 -0.7498 -1.6997 -0.23
H 0.0045 -2.1946 -0.9297 0.42
C -0.3348 -2.5093 -4.4093 0.71
O 0.7112 -2.4124 -3.7915 -0.59
N -0.9457 -1.4127 -4.8572 -0.44
N -0.9409 -3.6757 -4.3906 -0.43
H -0.6190 -0.5713 -4.4497 0.16
H -1.9250 -1.5509 -5.0198 0.21
H -1.6464 -4.0151 -4.9957 0.16
H -0.5521 -4.2906 -3.6649 0.23
O 5.0373 -1.4722 -1.7359 -0.66
H 4.3566 -1.7436 -2.3963 0.34
H 4.6655 -0.6377 -1.4235 0.29
O 4.5057 1.1012 0.2563 -0.60
H 5.3683 1.4820 0.0778 0.23
H 4.6612 0.2211 0.6244 0.24
O 3.0982 3.2066 -1.3393 -0.60
H 2.9978 4.0686 -1.7592 0.25
H 2.8954 3.3915 -0.4369 0.36

(3)
27
Properties=species:S:1:pos:R:3:mulliken_charge:R:1 method="wB97M-V/def2-TZVPD" charge=+3 multiplicity=1 orbital_gap_ev="5.0 / 5.0" e_lumo_ev="-14.8 / -14.8"
W 0.2124 -0.6269 -1.6536 0.37
S 2.7550 -1.2545 -1.7336 -0.02
C 2.4502 -2.5434 -0.7526 0.73
S 0.8705 -2.8709 -0.4243 0.01
C 3.5429 -3.3805 -0.2166 1.02
C 4.8674 -3.1626 -0.5980 -0.22
N 5.9772 -2.9400 -0.8615 -0.01
C 3.2826 -4.3926 0.7092 -0.21
N 3.0750 -5.2218 1.4964 -0.02
O -3.7122 -0.5531 -0.9873 -0.45
S -2.4774 0.0772 -0.7808 0.98
O -1.5916 0.3001 -2.0376 -0.29
N -1.1941 -0.8227 -0.1024 -0.42
C -0.3998 0.1240 0.4902 1.12
O 0.8472 -0.0884 0.2253 -0.31
C -1.0283 1.3462 0.9152 -0.06
C -0.5921 2.3565 1.7463 -0.53
C -1.4715 3.4193 1.9862 -0.57
C -2.7330 3.4657 1.4052 -0.53
C -3.1795 2.4666 0.5244 -0.64
C -2.3073 1.4312 0.3034 0.58
H 0.3739 2.3088 2.2321 0.53
H -1.1660 4.2138 2.6542 0.45
H -3.3924 4.2961 1.6231 0.47
H -4.1503 2.5270 0.0482 0.51
I -0.0545 -2.1198 -3.7320 0.28
I 1.1957 1.6447 -2.4791 0.24

(4)
89
Properties=species:S:1:pos:R:3:mulliken_charge:R:1 method="wB97M-V/def2-TZVPD" charge=-1 multiplicity=1 orbital_gap_ev=4.8 e_lumo_ev=1.7
C -2.9096 -5.4639 -0.5512 -1.39
C -3.8137 -4.3124 -0.2053 0.86
C -4.1814 -3.3696 -1.3421 -1.27
C -4.2643 -4.0882 1.0576 -0.88
C -3.9919 -2.7856 1.7648 -0.53
C -2.5153 -2.6855 2.2216 -1.00
C -1.9798 -1.2576 2.2117 0.84
C -2.5830 -0.4342 3.3722 -1.60
C -0.4542 -1.2338 2.2914 -0.96
C 0.1169 0.1493 1.8898 -0.55
C 0.8189 -0.0981 0.5584 -0.54
I 1.1721 1.8907 -0.4292 -0.29
H -3.3195 -6.1568 -1.2959 0.42
H -2.6593 -6.0154 0.3532 0.40
H -1.9956 -5.0132 -0.9425 0.21
H -3.5386 -2.4871 -1.4075 0.22
H -5.1937 -3.0073 -1.1821 0.39
H -4.0854 -3.8863 -2.2956 0.37
H -4.8707 -4.8345 1.5711 0.38
H -4.2173 -1.9497 1.0881 0.40
H -4.6465 -2.6383 2.6273 0.44
H -2.4988 -3.0862 3.2418 0.24
H -1.9060 -3.3323 1.5902 0.33
H -2.2763 -0.7958 1.2643 0.35
H -1.8360 -0.2584 4.1475 0.34
H -2.9196 0.5447 3.0290 0.31
H -3.4340 -0.9433 3.8277 0.49
H -0.1579 -1.3893 3.3342 0.23
H 0.0163 -1.9939 1.6713 0.44
H 0.7938 0.5233 2.6738 0.36
H -0.6940 0.8671 1.7486 0.45
H 1.8423 -0.4352 0.7589 0.00
O 2.3299 -2.3638 2.8151 -0.54
H 2.7327 -3.1990 2.5606 0.26
H 2.9522 -1.6956 2.5067 0.27
O 4.6047 3.4557 0.3273 -0.63
H 3.6960 3.2978 0.0290 0.17
H 4.5446 3.3907 1.2870 0.35
O 5.9349 5.7012 1.9874 -0.65
H 5.4312 5.4202 1.2121 0.36
H 6.4959 4.9426 2.1807 0.31
O 4.9509 -3.4878 4.1245 -0.67
H 4.5345 -3.3465 4.9839 0.27
H 5.4240 -2.6633 3.9687 0.31
O 2.9454 4.0358 -3.1314 -0.65
H 2.5109 3.4429 -2.5055 0.24
H 3.0899 3.4753 -3.9015 0.31
O 5.9717 -5.0952 1.8118 -0.66
H 5.6842 -4.4231 2.4455 0.39
H 6.8281 -4.7843 1.5006 0.33
O -0.9131 3.8352 -3.1150 -0.70
H -1.4414 3.0540 -2.9195 0.32
H -0.1396 3.7271 -2.5458 0.28
O -1.4120 -2.7379 -2.8365 -0.59
H -1.0195 -3.6192 -2.7760 0.28
H -1.8534 -2.7319 -3.6909 0.28
O 0.0645 0.7199 -3.5378 -0.46
H 0.1298 1.0708 -2.6336 0.07
H -0.5035 -0.0543 -3.4492 0.26
O 7.3864 2.2220 0.7782 -0.63
H 8.0546 1.8743 0.1824 0.30
H 6.5477 2.1377 0.3029 0.35
O 4.0568 -1.1929 -0.4247 -0.62
H 4.3253 -2.1018 -0.6047 0.33
H 3.4518 -0.9490 -1.1339 0.30
O -2.1045 6.6327 -2.1434 -0.64
H -1.7903 5.7383 -2.3331 0.37
H -2.6878 6.8483 -2.8781 0.32
O -0.3599 -5.3090 -3.7636 -0.59
H -0.9215 -5.5282 -4.5133 0.28
H 0.3052 -6.0031 -3.7379 0.29
O 1.6593 1.2412 -6.0877 -0.64
H 1.2399 2.0421 -6.4156 0.31
H 1.0310 0.9074 -5.4292 0.32
O -4.8422 7.4011 -2.9560 -0.72
H -4.8218 8.3114 -3.2709 0.33
H -4.7753 7.4636 -1.9897 0.39
O 5.1261 -4.0338 -1.1580 -0.70
H 4.2399 -4.3730 -1.3216 0.32
H 5.3567 -4.3843 -0.2876 0.37
O -7.6508 8.4496 -2.1000 -0.66
H -6.7698 8.1955 -2.4077 0.33
H -7.4573 9.0846 -1.4018 0.33
O 3.0819 -2.0666 6.1952 -0.59
H 2.5408 -1.2788 6.0852 0.30
H 2.5656 -2.6452 6.7639 0.30
O -5.8042 7.4587 -0.0123 -0.64
H -6.7060 7.1754 -0.2036 0.34
H -5.6690 7.2919 0.9248 0.29

(5)
28
Properties=species:S:1:pos:R:3:mulliken_charge:R:1 method="wB97M-V/def2-TZVPD" multiplicity=1 orbital_gap_ev=8.7 smiles="O=S(=O)(c1cnc2ccccc2n1)C(F)(F)C(F)(F)C(F)(F)F" e_lumo_ev=-1.2
O 1.4680 3.1021 0.3952 -0.66
S 0.1570 2.7039 -0.0256 1.34
O -0.4916 3.5638 -0.9695 -0.66
C 0.2800 1.0373 -0.6749 0.20
C -0.6556 0.6120 -1.6355 -0.11
N -0.6260 -0.5824 -2.1608 -0.60
C 0.3800 -1.3771 -1.6994 0.37
C 0.4867 -2.7024 -2.1844 -0.47
C 1.4809 -3.5453 -1.7537 -0.46
C 2.4248 -3.0856 -0.8025 -0.46
C 2.3537 -1.8033 -0.3204 -0.55
C 1.3293 -0.9276 -0.7553 0.27
N 1.2658 0.3210 -0.2317 -0.45
C -0.8357 2.6699 1.5678 0.58
F -1.3793 3.8880 1.6315 -0.26
F -0.0267 2.5243 2.6093 -0.25
C -1.9983 1.6359 1.6292 0.56
F -2.5254 1.4804 0.4091 -0.25
F -2.9606 2.1570 2.4088 -0.29
C -1.6350 0.2642 2.2629 0.66
F -0.4254 -0.1434 1.8931 -0.22
F -2.5180 -0.6395 1.8683 -0.25
F -1.6563 0.3644 3.5781 -0.25
H -1.4326 1.2948 -1.9474 0.50
H -0.2329 -3.0441 -2.9118 0.44
H 1.5180 -4.5507 -2.1381 0.41
H 3.1901 -3.7616 -0.4534 0.40
H 3.0649 -1.4557 0.4113 0.47

(6)
25
Properties=species:S:1:pos:R:3:mulliken_charge:R:1 method="wB97M-V/def2-TZVPD" charge=+2 multiplicity=2 orbital_gap_ev="7.7 / 4.7" e_lumo_ev="-8.4 / -11.4"
O 1.4462 4.5311 -0.3437 -0.21
C 0.4927 4.2249 0.2013 0.60
N -0.5388 3.8039 0.7901 -0.49
C -0.2896 2.4433 1.0732 0.32
C 0.7193 2.1191 2.1246 -0.17
C 1.0501 0.7788 2.4364 -0.75
C 0.3580 -0.2288 1.6894 0.63
C -0.6794 0.0865 0.6672 0.76
C -1.0212 1.3863 0.3405 -0.69
C -1.1835 -1.3106 0.1664 -0.07
O -2.2619 -1.6199 -0.1903 -0.40
N 0.0160 -2.1328 0.3352 0.03
C 1.0973 -1.9233 -0.6429 -0.01
C 0.8730 -2.5804 -2.0520 -0.07
O 1.8025 -2.9954 -2.6104 -0.26
I -1.0364 -2.7743 -3.1252 0.17
C 0.4436 -1.7881 1.6989 0.07
O 0.7249 -2.4979 2.5878 -0.35
H 1.2095 2.9530 2.6604 0.50
H 1.7841 0.4946 3.2056 0.51
H -1.7706 1.5927 -0.4366 0.48
H 1.3895 -0.8556 -0.7968 0.37
H 2.0018 -2.4274 -0.2281 0.45
O -3.7420 -0.3735 -5.4029 -0.54
V -2.8849 -0.9063 -4.1481 1.10

(7)
97
Properties=species:S:1:pos:R:3:mulliken_charge:R:1 method="wB97M-V/def2-TZVPD" charge=+1 multiplicity=1 orbital_gap_ev=8.0 e_lumo_ev=-4.4
N 0.0358 3.9084 2.0179 0.05
C 0.9130 3.6351 1.0657 -0.63
N 1.5171 4.7297 0.3740 -0.27
C 2.9988 4.5226 0.4902 -0.77
C 3.4001 3.2717 1.3273 -0.79
C 2.6591 1.9555 0.8908 0.03
C 2.8668 0.9228 2.0854 -0.60
C 3.5479 -0.4197 1.6451 -1.08
C 2.9790 -1.0490 0.3346 1.01
C 3.5140 -2.5488 0.2820 -0.73
O 2.5111 -3.3928 0.8765 -0.50
N 1.1987 2.2656 0.8703 0.70
C 0.5024 1.7050 -0.3138 -0.06
C -1.0559 1.7028 -0.0070 -0.68
C -1.7300 0.3875 -0.5112 -0.08
S -3.4012 0.2835 0.2958 1.23
O -3.9364 1.6821 0.2520 -0.65
O -4.3302 -0.6028 -0.4298 -0.63
O -3.2489 -0.0927 1.9148 -0.45
H -0.7643 4.5182 1.8915 0.31
H 0.1363 3.4312 2.9189 0.23
H 1.2173 4.7851 -0.5978 0.35
H 3.4115 5.4545 0.9443 0.40
H 3.4137 4.4783 -0.5396 0.38
H 3.2539 3.4631 2.4245 0.22
H 4.4998 3.1492 1.1889 0.50
H 3.0639 1.5796 -0.0694 0.59
H 3.4319 1.4174 2.9019 -0.04
H 1.8662 0.6476 2.4980 0.32
H 4.6522 -0.3178 1.6034 0.29
H 3.3386 -1.1584 2.4589 0.43
H 3.3324 -0.5252 -0.5865 0.15
H 1.8699 -1.1332 0.3117 -0.41
H 4.4269 -2.6168 0.9102 0.37
H 3.7386 -2.8861 -0.7466 0.23
H 1.7590 -3.3276 0.2827 0.30
H 0.8629 0.6822 -0.5336 -0.28
H 0.6502 2.3549 -1.2049 0.34
H -1.1608 1.7126 1.1055 0.29
H -1.5494 2.6178 -0.3838 0.26
H -1.1675 -0.5309 -0.2501 0.45
H -1.9479 0.4575 -1.5967 -0.19
H -3.7960 0.5654 2.3759 0.33
O 1.7763 0.9607 -2.8618 -0.54
H 1.4030 1.5135 -3.5624 0.26
H 1.1545 0.2252 -2.7898 0.26
O 3.2557 4.1166 4.7881 -0.59
H 3.3081 3.4966 5.5288 0.30
H 2.9027 4.9221 5.1784 0.27
O -3.6644 -3.1749 2.2934 -0.64
H -3.6763 -2.2644 1.9852 0.24
H -2.9053 -3.2192 2.8876 0.34
O -3.1496 -5.8610 3.1399 -0.69
H -3.4674 -5.8029 4.0499 0.34
H -3.5209 -5.0816 2.7092 0.42
O 0.5679 2.0935 -5.7705 -0.61
H 0.1971 2.6420 -6.4662 0.29
H -0.0542 1.3602 -5.6972 0.32
O -2.6206 -5.9775 6.3556 -0.65
H -1.8425 -6.1453 5.8128 0.33
H -2.6049 -6.6835 7.0090 0.32
O -0.9699 0.1109 -7.6157 -0.59
H -0.0812 -0.2646 -7.7015 0.31
H -1.1399 0.5095 -8.4743 0.30
O -1.0424 2.8940 4.8648 -0.60
H -1.6698 2.2571 4.5098 0.28
H -1.2182 2.8920 5.8114 0.31
O 1.2774 -0.9912 -6.2565 -0.61
H 0.6719 -1.3168 -5.5811 0.31
H 2.1491 -1.1750 -5.8952 0.29
O -2.0187 -0.9256 -3.6433 -0.41
H -2.2859 -1.7421 -4.0806 0.28
H -2.7055 -0.7805 -2.9854 0.25
O -6.2624 3.4861 1.6063 -0.62
H -5.3574 3.1645 1.5485 0.30
H -6.4171 3.8961 0.7502 0.31
O -3.4902 -7.1651 0.3551 -0.63
H -3.5584 -7.0607 1.3142 0.32
H -4.2492 -6.6839 0.0121 0.31
O -3.3929 1.7741 -3.4206 -0.60
H -3.9364 1.0917 -3.8309 0.31
H -3.6486 1.7581 -2.4946 0.27
O 5.6531 -4.2218 -1.1033 -0.64
H 5.0099 -4.9381 -1.1093 0.33
H 6.2872 -4.4851 -0.4291 0.32
O -2.5278 -3.7570 -0.8781 -0.63
H -2.4843 -4.3948 -0.1551 0.32
H -2.9718 -2.9950 -0.4917 0.32
O 4.4938 1.6456 5.8029 -0.61
H 5.1078 1.6002 5.0634 0.31
H 5.0056 1.3241 6.5521 0.29
O -4.9046 1.0849 -6.1418 -0.61
H -3.9972 0.7614 -6.1633 0.31
H -5.0311 1.4750 -7.0113 0.30
O 1.0838 -2.2197 -2.9188 -0.53
H 0.2826 -2.6734 -2.6297 0.29
H 1.7991 -2.7397 -2.5376 0.25